182
Properties=species:S:1:pos:R:3:forces:R:3 method="wB97M-V/def2-TZVPD" e_tot_ha=-6201.55503 orbital_gap_ev=7.2 homo_energy_ev=-6.8
Hg -3.013492 1.419400 1.043126 -0.6766 -0.7408 -0.2350
C -6.439372 2.075910 1.957716 1.4303 -0.3959 -0.5591
O -5.072002 2.270690 1.722986 -0.0106 0.2310 0.2983
H -6.987782 3.012410 2.059266 -0.0838 0.4834 -0.2700
H -6.891752 1.476710 1.167516 -0.5010 -0.1207 -0.5866
H -6.728022 1.531270 2.856686 0.3466 -0.3754 0.6840
C -0.669752 -0.082420 -1.049534 -1.1381 1.4137 1.0210
O -1.109202 0.430760 0.193196 0.6676 -0.5830 -0.3655
H -0.296562 0.698510 -1.712094 0.0809 0.6434 -0.3808
H 0.178228 -0.767270 -1.048364 0.2370 -0.5862 0.7380
H -1.465012 -0.549810 -1.630234 -0.4384 -0.4450 -0.2229
C 5.288978 1.762990 -3.322314 -0.1541 -0.0573 0.9022
C 5.724728 1.470600 -1.833914 -1.0563 -0.6162 -0.3191
N 5.721348 2.585230 -0.923974 -0.7447 1.6292 -0.6666
C 4.445438 3.333670 -0.957324 -0.5836 -0.7264 1.3566
C 4.261548 4.136680 0.336656 -0.7682 1.2312 0.2076
C 6.770978 3.535480 -1.150904 1.5538 0.7726 2.1208
C 8.143838 3.015340 -0.714594 0.3666 -0.0600 -1.5574
H 5.649368 1.014300 -4.027784 0.3143 0.2016 0.0373
H 5.538508 2.782070 -3.617804 0.6181 -0.1436 -0.1683
H 4.206138 1.764160 -3.447014 -0.1991 -0.2532 0.3684
H 5.008468 0.827160 -1.322984 -0.2213 -0.4941 -0.6712
H 6.661588 0.923120 -1.730654 0.2112 0.2725 -0.3838
H 3.599588 2.647040 -0.991564 0.0836 -0.6473 0.2469
H 4.213348 3.892390 -1.864004 0.7891 0.6610 -0.2044
H 5.044618 4.836760 0.627816 0.5651 -0.5275 -0.1407
H 3.950668 3.581380 1.221576 0.5009 -0.6057 -0.1660
H 3.449838 4.862630 0.289616 -0.4967 -0.0716 -0.6678
H 6.841198 4.023190 -2.123174 -0.1700 -0.2996 -0.5167
H 6.649798 4.355070 -0.442604 -0.5980 0.1872 -0.1866
H 8.215228 2.583380 0.283616 -0.3713 -0.0780 -0.1693
H 8.458108 2.327760 -1.499814 0.3367 -0.5834 0.3943
H 8.878458 3.816560 -0.795004 -0.0447 0.2111 0.1763
C 3.637628 -1.317040 -0.330564 0.0411 -0.9259 -0.7743
C 3.148318 -2.161780 -1.521984 -0.2188 -0.0012 0.1337
N 3.325028 -3.611780 -1.416314 -1.0067 -0.0951 1.0508
C 2.555458 -4.369140 -2.416134 1.3794 -0.5678 1.7019
C 2.376888 -5.845750 -1.957124 -0.4628 0.4616 -1.2582
C 4.665188 -4.127260 -1.048464 -1.5733 1.0679 -0.0065
C 5.535568 -4.019110 -2.217674 2.2208 -0.1396 -1.4216
H 3.345168 -1.798400 0.602636 0.1130 0.3090 0.0564
H 3.250538 -0.300760 -0.404334 -0.1356 -0.0777 0.0805
H 4.720368 -1.270300 -0.447084 0.1251 0.1485 0.5941
H 2.082788 -1.998780 -1.683744 -0.1620 -0.0282 0.1858
H 3.607768 -1.709030 -2.400634 0.3533 -0.0626 -0.5816
H 1.604758 -3.863990 -2.586674 -0.0418 -0.1387 0.1522
H 3.115898 -4.378580 -3.350974 -0.1770 -0.0862 -0.5289
H 1.824388 -6.264100 -2.798454 -0.1064 -0.5522 0.0786
H 3.309238 -6.406300 -1.889384 0.0923 0.2275 -0.0351
H 1.797458 -6.045530 -1.055764 0.0239 0.5058 0.0955
H 4.674758 -5.150150 -0.672034 -0.5247 0.0650 0.1705
H 4.985668 -3.454070 -0.253354 0.3009 -0.2573 0.1423
H 5.270928 -4.665530 -3.054454 -0.5053 0.0809 -0.0232
H 6.558548 -4.344260 -2.028244 0.2355 0.0992 0.3445
H 5.612348 -2.993160 -2.577744 -0.1157 0.0479 -0.1122
C -1.530982 0.758770 -6.455084 0.0674 -0.9373 0.8332
C -1.329382 -0.144370 -5.181354 1.0141 -0.0644 -1.3878
N 0.033598 -0.757110 -5.148674 -1.5143 -0.9601 0.1579
C 0.198818 -1.949170 -4.229464 -2.4482 0.1918 -0.6898
C -0.903982 -3.047920 -4.572674 1.5066 0.6394 -0.3305
C 0.993118 0.242630 -4.814524 1.3963 -0.3740 0.6445
C 2.259228 -0.071970 -5.560454 1.6993 1.4117 -0.1631
H -1.575552 0.165080 -7.368124 -0.0012 -0.3354 0.1377
H -0.733562 1.477380 -6.644334 -0.2446 0.3214 0.4014
H -2.524332 1.181080 -6.303384 0.1817 0.6109 -0.2302
H -1.460772 0.442980 -4.272594 -0.4882 0.0486 0.1810
H -2.108032 -0.895030 -5.316664 0.1686 -0.0877 0.5716
H 1.198918 -2.382520 -4.219374 0.0467 0.1556 -0.8138
H 0.076908 -1.620420 -3.197394 -0.3072 0.1472 0.3945
H -1.937252 -2.727770 -4.438704 0.2148 0.0433 0.4579
H -0.822812 -3.293690 -5.631494 0.1298 0.0548 -0.1383
H -0.697302 -3.978650 -4.044334 -0.1588 0.0953 0.2666
H 1.199758 0.223980 -3.744454 0.1974 -0.2451 0.6244
H 0.714428 1.292700 -4.902694 -0.5163 -0.1287 -0.8880
H 2.830738 -0.950360 -5.260614 -0.7351 -0.5596 -0.1542
H 3.015338 0.682330 -5.342684 0.0747 0.5244 0.1543
H 2.152968 0.015170 -6.641754 -0.2788 -0.5150 0.0077
C 3.459738 1.584870 4.027576 -0.1579 0.2604 -0.7976
C 3.155128 0.670940 2.834586 -1.1979 -1.3402 0.3590
C 1.587388 0.326770 2.955186 1.0795 1.0304 0.6904
S 1.387368 -0.060510 4.747996 -1.1965 -0.1435 -1.2189
O 1.504098 -1.526750 4.892586 0.4002 1.8996 0.3277
O 0.181808 0.604270 5.277156 1.5438 -0.9660 -0.4233
C 2.839728 0.948680 5.245216 -0.2990 0.1414 1.3633
H 3.026008 2.568770 3.848906 -0.2016 0.0077 0.0083
H 4.515808 1.766010 4.227606 0.1076 -0.2490 -0.3140
H 3.685208 -0.266580 3.002386 0.1493 -0.2231 -0.0536
H 3.486738 1.002830 1.850726 -0.3599 0.3807 0.1060
H 1.104698 -0.442530 2.352446 0.4699 -0.1918 0.0390
H 1.009178 1.238200 2.803266 -0.0246 0.0996 0.0070
H 3.560988 0.422650 5.870646 -0.1450 -0.5631 -0.3102
H 2.443778 1.724140 5.900946 -0.3159 -0.1499 0.0156
C -5.098732 -2.437600 4.753566 0.6751 0.6090 -0.1856
C -3.657722 -2.995870 4.494976 0.1035 1.3666 0.7011
C -2.658572 -1.829600 4.856066 -1.1092 -0.8985 -0.4346
S -3.489172 -0.209480 4.495996 0.0470 -0.7019 -1.1940
O -3.003602 0.312660 3.190526 -0.4468 -1.0217 2.9304
O -3.502022 0.623190 5.702286 0.2501 -0.5667 -1.2021
C -5.163372 -0.915470 4.274596 0.4407 -1.3604 -0.9288
H -5.413312 -2.416200 5.796966 0.4023 -0.4525 0.1462
H -5.676932 -3.196910 4.227036 -0.9206 0.8607 -0.1993
H -3.535542 -3.437060 3.505776 -0.2126 0.9072 -0.4545
H -3.450642 -3.899610 5.068106 -0.0075 0.3271 0.7351
H -1.738462 -1.973880 4.289786 0.2079 0.5487 0.4695
H -2.599912 -1.832310 5.944476 0.6626 0.1568 -0.1073
H -5.338532 -0.916810 3.198756 0.1250 0.2499 -0.1011
H -5.866602 -0.215620 4.726026 0.0183 -0.4150 0.3141
C 3.219038 -3.464070 2.666976 -0.3499 -0.6937 0.7645
C 3.544158 -4.677220 3.661866 -1.5586 0.0014 -0.2248
C 2.156598 -4.933720 4.332626 0.2015 0.1569 -0.9128
S 0.927478 -4.822710 2.995746 1.4862 1.0420 0.9849
O -0.198462 -4.148300 3.574996 -1.1273 0.0892 -0.3256
O 0.813248 -6.116960 2.378826 -0.2796 -0.1180 -0.2924
C 1.870848 -3.717560 1.887526 1.1998 -1.4211 0.5953
H 4.030398 -3.257520 1.969026 -0.0434 -0.0494 0.1267
H 3.066738 -2.624810 3.345616 0.0900 0.2510 -0.2282
H 4.267458 -4.446660 4.444036 0.0066 0.4776 -0.1996
H 3.911898 -5.597020 3.207086 -0.1305 0.1369 -0.4796
H 1.933768 -4.126600 5.030476 -0.1522 -0.0381 -0.0648
H 1.921698 -5.904570 4.768946 0.5066 -0.0216 0.1184
H 1.317628 -2.852170 1.522616 0.0153 -0.0273 0.4128
H 2.100068 -4.393180 1.063446 -0.0723 0.2580 -0.3153
C -7.361552 2.386290 -2.900394 0.8367 -0.6171 -0.0928
C -7.552622 0.843760 -2.593194 -0.1396 1.9121 0.3006
C -6.166882 0.162950 -2.532934 -0.9706 0.7426 0.0465
S -4.934782 1.531630 -2.284574 0.3575 -0.8571 0.5511
O -4.204112 1.724710 -3.538504 -0.5664 0.0450 0.9564
O -4.185592 1.287790 -1.047464 -1.1350 0.1434 -2.3238
C -6.154172 2.869310 -2.061304 0.1210 -0.9417 -0.5857
H -8.221482 3.013660 -2.665794 -0.1439 -0.3466 -0.0258
H -7.173862 2.430920 -3.973184 0.2338 0.5426 -0.0104
H -8.161732 0.418890 -3.391054 -0.0784 -0.1178 0.2843
H -8.099572 0.874920 -1.650864 0.1217 -0.8011 0.1006
H -6.063962 -0.328720 -3.500284 0.8103 0.0510 0.1776
H -6.137172 -0.544680 -1.704394 0.4227 0.1224 -0.0710
H -5.653152 3.779970 -2.389584 -0.1879 -0.0104 -0.0306
H -6.386592 2.910090 -0.997154 0.1167 -0.0133 0.0910
C -0.773852 3.464380 -3.167304 -0.9214 0.4564 0.0427
C 0.575468 3.602110 -2.376104 -1.7554 -0.5866 0.7362
C 0.213428 4.002480 -0.884174 -0.3875 0.6516 -1.1962
S -1.616732 4.436430 -0.789244 1.3743 -1.3521 -0.4475
O -1.699172 5.757270 -0.152944 -0.5738 -1.4272 -0.6146
O -2.315392 3.236960 -0.259714 0.8841 2.9917 -1.3218
C -1.852882 4.482990 -2.698434 1.4224 0.2534 2.4317
H -1.238612 2.488180 -3.028994 0.3329 -0.2305 0.1580
H -0.590862 3.563730 -4.237234 -0.0700 0.1319 -0.0467
H 1.251748 4.327320 -2.828664 -0.2393 0.1744 0.1091
H 1.040728 2.623080 -2.490674 0.1899 0.0045 0.4486
H 0.716758 4.956920 -0.729874 -0.1329 -0.0866 0.5632
H 0.373638 3.310620 -0.057274 0.1392 -0.2192 -0.3123
H -1.532472 5.513390 -2.852484 -0.3704 0.0915 -0.4742
H -2.923102 4.309810 -2.811224 0.3088 -0.2061 -0.5540
C -2.226382 -4.312850 -0.189644 0.0082 -1.4118 -0.7110
C -2.788812 -3.793930 -1.528264 0.1192 0.6706 0.0668
C -3.854662 -2.714880 -1.320684 -0.2287 0.6992 0.5102
S -3.809302 -2.284280 0.453256 -0.1066 -2.5866 0.6582
O -4.818412 -3.200690 1.028306 0.4567 1.6545 -0.0993
O -3.773242 -0.860240 0.734566 -0.6436 -1.9480 -0.2979
C -2.252572 -3.209930 0.793706 0.5746 1.7431 -0.3482
H -1.191162 -4.597710 -0.377494 0.1516 -0.0003 0.0815
H -2.671442 -5.231140 0.193466 -0.5499 0.1293 -0.2107
H -3.068852 -4.603050 -2.202804 -0.1424 0.1832 0.0488
H -2.042492 -3.161190 -2.008624 0.6651 -0.7517 -0.1141
H -4.884662 -2.990780 -1.546674 0.0659 0.0250 0.1510
H -3.564902 -1.794370 -1.827434 -0.2391 -0.0183 -0.2301
H -2.084952 -3.497440 1.831656 -0.3814 0.2654 -0.0295
H -1.440182 -2.575070 0.440026 0.0287 0.7411 0.5627
C -2.827902 5.223400 4.716386 0.0614 0.0458 0.4805
C -2.071612 4.468640 5.850276 -0.2878 0.4887 -0.4827
C -1.495262 3.216530 5.246356 -0.2357 -0.6733 -1.1669
S -1.213502 3.571100 3.422156 -2.8717 0.7073 0.9773
O -2.133962 2.835230 2.552706 1.4089 1.1114 1.6607
O 0.177788 3.559020 3.145716 1.8465 -0.1152 -0.6005
C -1.880242 5.289890 3.506896 -0.2035 -0.6866 0.4372
H -3.218542 6.207120 4.976726 0.5874 0.2500 0.2853
H -3.768562 4.700250 4.544416 0.2277 -0.4990 -0.6355
H -2.754082 4.144080 6.635766 0.0535 0.3697 0.1513
H -1.238382 5.036650 6.264016 -0.2657 0.3962 0.1150
H -2.234702 2.416190 5.274586 0.1888 -0.1208 -0.1321
H -0.580512 2.885730 5.738196 0.0083 -0.0587 -0.5017
H -2.358812 5.606490 2.580156 0.1125 -0.4301 -0.0866
H -1.019912 5.930550 3.700536 0.0063 0.0276 0.1265